This record from the OMol25 dataset describes 9 unconnected molecules or ions with the total composition C14H45BrN19O10. The level of theory is ωB97M-V/def2-TZVPD.

ORCA input file:
```
! wB97M-V def2-TZVPD RIJCOSX def2/J DEFGRID3
* xyz 1 1
C 3.283 0.078 2.073
C 1.804 0.506 1.543
C 1.250 1.822 2.265
O 1.455 1.985 3.497
O 0.516 2.850 1.593
C -0.595 2.295 0.836
C -1.731 1.613 1.759
N -1.896 0.192 1.326
C -1.638 -0.883 2.057
N -1.105 -0.714 3.429
N -1.830 -2.274 1.612
Br -3.498 -2.550 0.814
H 3.439 0.402 3.159
H 3.355 -1.058 1.931
H 4.120 0.541 1.447
H 1.890 0.609 0.400
H 1.126 -0.397 1.779
H -1.111 3.143 0.250
H -0.174 1.577 0.037
H -1.470 1.755 2.858
H -2.750 2.131 1.587
H -2.248 0.045 0.357
H -0.721 -1.630 3.709
H -1.907 -0.437 4.015
H -1.043 -2.624 1.047
C 3.865 -2.563 -1.047
O 3.596 -1.505 -0.489
N 4.980 -3.274 -0.761
N 3.070 -3.111 -1.997
H 5.220 -4.141 -1.206
H 5.596 -2.898 -0.060
H 2.230 -2.611 -2.238
H 3.273 -3.976 -2.466
C -4.109 2.416 4.794
O -3.625 3.323 4.138
N -4.835 2.630 5.916
N -3.959 1.108 4.453
H -5.241 1.896 6.468
H -4.968 3.587 6.200
H -3.424 0.911 3.624
H -4.347 0.344 4.977
C -6.860 0.287 0.006
O -6.079 0.624 -0.871
N -8.095 0.834 0.137
N -6.559 -0.663 0.924
H -8.750 0.571 0.851
H -8.355 1.545 -0.527
H -5.651 -1.090 0.854
H -7.183 -0.957 1.653
C 7.881 0.585 -0.107
O 9.051 0.261 0.016
N 6.857 -0.276 0.114
N 7.503 1.834 -0.476
H 5.887 -0.030 0.018
H 7.099 -1.213 0.390
H 8.236 2.502 -0.650
H 6.547 2.120 -0.583
C -7.172 -3.324 -1.795
O -6.450 -3.111 -0.829
N -8.351 -2.684 -1.979
N -6.854 -4.216 -2.764
H -8.958 -2.843 -2.763
H -8.623 -2.012 -1.280
H -5.983 -4.711 -2.663
H -7.432 -4.404 -3.564
C -5.091 -1.679 -5.492
O -6.133 -1.789 -6.119
N -5.003 -1.953 -4.167
N -3.931 -1.274 -6.068
H -4.158 -1.870 -3.633
H -5.846 -2.258 -3.705
H -3.957 -1.061 -7.052
H -3.064 -1.177 -5.572
C 12.395 -1.630 -1.142
O 11.858 -1.621 -2.239
N 12.025 -0.797 -0.139
N 13.411 -2.476 -0.832
H 12.454 -0.789 0.768
H 11.272 -0.151 -0.330
H 13.715 -3.111 -1.552
H 13.866 -2.500 0.062
C -0.516 5.300 -1.479
O -1.333 4.414 -1.257
N -0.440 5.940 -2.670
N 0.382 5.716 -0.553
H 0.221 6.667 -2.873
H -1.091 5.658 -3.385
H 0.357 5.264 0.348
H 1.058 6.440 -0.715
*
```

Properties
- ΔE to the lowest compared entry with this formula, charge and spin: 1.587 eV
- HOMO-LUMO gap: 0.2283 Ha
- LUMO energy: -0.1549 Eh
- Max |F|: 0.0974 hartree/bohr
- HOMO level: -10.43 eV
- Calculated total energy: -4927.22656 a.u.


This record from the OMol25 dataset describes 8 unconnected molecules or ions with the total composition C14H45N9O11. The level of theory is ωB97M-V/def2-TZVPD.

ORCA input file:
```
! wB97M-V def2-TZVPD RIJCOSX def2/J DEFGRID3
* xyz 0 1
C -1.795 6.525 1.547
C -2.909 6.115 0.628
C -3.492 4.721 0.710
O -2.491 3.771 0.334
C -3.063 2.481 0.160
N -4.102 6.996 0.686
H -0.867 5.971 1.408
H -2.063 6.420 2.601
H -1.624 7.585 1.352
H -2.689 6.210 -0.442
H -4.386 4.554 0.106
H -3.827 4.518 1.740
H -3.508 2.481 -0.842
H -3.944 2.351 0.800
H -2.364 1.670 0.337
H -3.847 7.913 0.335
H -4.444 7.172 1.626
C 1.246 0.211 -0.245
C 0.068 0.003 -1.183
O 0.509 -0.868 -2.231
O 2.269 0.923 -0.936
H 1.596 -0.815 -0.085
H 0.940 0.672 0.696
H -0.218 0.932 -1.680
H -0.660 -0.457 -0.514
H 1.456 -0.687 -2.321
H 3.077 0.833 -0.412
C -0.628 -4.399 -0.856
C 0.691 -3.727 -0.536
O 1.667 -4.662 0.032
O -0.450 -5.409 -1.848
H -1.376 -3.632 -1.081
H -1.044 -4.903 0.022
H 0.405 -2.959 0.183
H 1.296 -3.324 -1.345
H 1.615 -5.408 -0.581
H -1.279 -5.769 -2.176
C -3.797 -2.458 -2.364
C -4.788 -3.249 -1.496
O -4.133 -3.638 -0.284
O -3.272 -1.426 -1.499
H -4.148 -2.039 -3.306
H -2.977 -3.143 -2.580
H -5.212 -4.159 -1.917
H -5.655 -2.628 -1.241
H -3.539 -2.912 -0.055
H -4.068 -0.905 -1.324
C 3.846 -1.995 1.430
O 4.267 -0.834 1.620
N 4.630 -2.925 0.814
N 2.615 -2.387 1.760
H 5.478 -2.684 0.345
H 4.219 -3.839 0.725
H 2.215 -3.267 1.484
H 2.033 -1.581 1.979
C 4.711 3.031 1.128
O 4.472 2.940 -0.071
N 5.974 3.068 1.637
N 3.763 2.821 2.094
H 6.788 2.990 1.053
H 6.175 2.924 2.606
H 3.808 3.103 3.050
H 2.898 2.497 1.687
C 1.701 0.017 4.279
O 1.023 -0.374 3.319
N 1.130 0.542 5.394
N 3.043 -0.088 4.324
H 1.610 0.996 6.142
H 0.129 0.435 5.386
H 3.565 0.022 5.172
H 3.537 -0.514 3.546
C -0.317 -3.262 -5.411
O -0.316 -4.326 -6.024
N -0.152 -2.052 -5.993
N -0.340 -3.172 -4.044
H -0.191 -1.964 -6.991
H 0.053 -1.271 -5.402
H -0.350 -2.325 -3.504
H -0.195 -3.978 -3.458
*
```

Properties
- HOMO-LUMO gap: 0.3588 Ha
- LUMO energy: 0.0137 Eh
- Max |F|: 0.0504 hartree/bohr
- HOMO level: -9.39 eV
- SMILES: COC[C@H](C)N.NC(N)=O.NC(N)=O.NC(N)=O.NC(N)=O.OCCO.OCCO.OCCO
- Calculated total energy: -1880.93645 a.u.


This record from the OMol25 dataset describes 8 unconnected molecules or ions with the total composition C14H46N6O8. The level of theory is ωB97M-V/def2-TZVPD.

ORCA input file:
```
! wB97M-V def2-TZVPD RIJCOSX def2/J DEFGRID3
* xyz 1 2
C 0.528 5.935 2.787
O 0.862 4.700 2.253
H 0.774 5.910 3.849
H 1.127 6.777 2.440
H -0.545 5.969 2.598
H 0.373 4.013 2.712
C -0.242 1.220 1.371
O -0.433 -0.022 0.681
H 0.190 1.911 0.647
H -1.187 1.692 1.641
H 0.524 1.139 2.143
H 0.164 -0.736 0.917
C 2.215 -2.504 1.283
O 0.768 -2.669 1.501
H 2.518 -2.697 0.254
H 2.612 -1.503 1.450
H 2.662 -3.112 2.070
H 0.271 -3.213 0.886
C -3.286 1.963 -0.214
O -2.730 0.992 -1.074
H -2.574 2.743 0.055
H -4.208 2.403 -0.593
H -3.606 1.590 0.760
H -1.954 0.597 -0.670
C -1.531 3.157 4.527
O -0.907 2.929 3.507
N -1.982 2.268 5.366
N -1.666 4.377 5.060
H -1.773 1.327 5.066
H -2.662 2.394 6.102
H -2.146 4.618 5.916
H -1.769 5.109 4.372
C 0.245 -3.065 5.101
O 1.267 -3.697 5.023
N -0.126 -2.335 4.103
N -0.654 -3.128 6.027
H -1.084 -2.029 4.009
H 0.533 -2.326 3.338
H -0.496 -3.626 6.892
H -1.466 -2.535 5.928
C -0.419 -2.628 -1.788
C -1.120 -3.737 -2.540
C -2.645 -3.446 -2.697
O -2.745 -2.384 -3.688
C -4.166 -1.908 -3.764
N -0.425 -3.927 -3.780
H -0.455 -1.757 -2.444
H 0.536 -2.740 -1.275
H -0.987 -2.477 -0.870
H -1.005 -4.636 -1.935
H -3.016 -3.116 -1.727
H -3.227 -4.225 -3.190
H -4.427 -1.039 -3.160
H -4.782 -2.693 -3.324
H -4.362 -1.581 -4.785
H -0.859 -4.585 -4.412
H -0.376 -3.034 -4.250
C 3.069 1.973 -1.677
C 3.644 0.865 -2.419
C 3.177 0.812 -3.914
O 3.220 -0.454 -4.639
C 2.544 -0.534 -5.879
N 5.074 1.011 -2.563
H 3.428 1.777 -0.667
H 1.983 1.928 -1.594
H 3.413 2.946 -2.029
H 3.389 -0.133 -2.063
H 3.490 1.686 -4.486
H 2.105 0.951 -3.775
H 1.506 -0.741 -5.615
H 2.825 -1.469 -6.364
H 2.488 0.328 -6.544
H 5.222 1.970 -2.846
H 5.295 0.462 -3.381
*
```

Properties
- HOMO-LUMO gap (alpha / beta): 0.3065 / 0.0945 Ha
- LUMO energy (alpha / beta): -0.0987 / -0.3107 Eh
- <S²>: 0.755
- Max |F|: 0.0940 hartree/bohr
- HOMO level (alpha / beta): -11.02 / -11.02 eV
- Calculated total energy: -1490.99120 a.u.


This record from the OMol25 dataset describes 9 unconnected molecules or ions with the total composition C14H46O16. The level of theory is ωB97M-V/def2-TZVPD.

ORCA input file:
```
! wB97M-V def2-TZVPD RIJCOSX def2/J DEFGRID3
* xyz 0 1
O 4.169 0.109 -2.023
H 3.979 -0.646 -2.535
H 3.385 0.635 -2.030
O 0.581 -1.420 -2.671
H 0.012 -1.301 -3.417
H 1.057 -2.195 -2.807
C 3.375 -3.200 -1.525
C 2.486 -4.444 -1.723
O 1.410 -4.007 -2.415
O 3.767 -2.742 -2.775
H 4.140 -3.292 -0.822
H 2.831 -2.476 -1.002
H 2.055 -4.869 -0.771
H 3.165 -5.180 -2.289
H 0.977 -4.815 -2.715
H 3.113 -3.102 -3.367
C 1.448 2.482 -2.789
C 1.044 3.370 -1.632
O 2.229 3.480 -0.869
O 1.565 1.164 -2.349
H 2.350 2.844 -3.258
H 0.773 2.552 -3.604
H 0.202 2.940 -1.151
H 0.564 4.348 -1.984
H 2.298 2.580 -0.550
H 0.711 0.707 -2.265
C 2.243 3.520 2.730
C 1.586 4.840 3.089
O 0.386 4.913 2.389
O 3.441 3.631 3.432
H 2.532 3.442 1.768
H 1.623 2.681 3.082
H 2.109 5.734 2.732
H 1.250 5.023 4.122
H 0.235 5.871 2.316
H 3.931 2.874 3.240
C 1.073 -0.576 0.717
C 0.343 -1.895 0.911
O -0.045 -2.455 -0.283
O 1.947 -0.249 1.805
H 0.340 0.298 0.520
H 1.611 -0.461 -0.121
H -0.525 -1.734 1.451
H 0.819 -2.646 1.520
H 0.061 -1.839 -1.045
H 1.404 -0.055 2.556
C -2.385 -5.071 -1.661
C -2.922 -3.831 -0.962
O -4.217 -3.533 -1.426
O -1.027 -5.269 -1.265
H -2.472 -4.934 -2.692
H -2.980 -5.894 -1.346
H -2.255 -2.974 -1.083
H -2.965 -4.054 0.116
H -4.794 -4.092 -0.963
H -0.682 -4.457 -1.076
C -2.563 3.299 3.901
C -2.530 2.083 3.031
O -1.139 1.921 2.538
O -2.428 4.609 3.399
H -1.796 3.202 4.750
H -3.513 3.339 4.370
H -3.133 2.063 2.126
H -2.757 1.107 3.670
H -1.122 2.012 1.553
H -1.519 4.849 3.380
C -3.276 -0.365 0.302
C -2.438 0.034 -0.918
O -1.900 1.261 -0.454
O -4.309 0.632 0.424
H -2.619 -0.443 1.093
H -3.931 -1.283 0.137
H -2.886 0.078 -1.924
H -1.607 -0.646 -1.053
H -2.644 1.650 -0.011
H -5.216 0.298 0.451
*
```

Properties
- ΔE to the lowest compared entry with this formula, charge and spin: 3.970 eV
- HOMO-LUMO gap: 0.3619 Ha
- LUMO energy: 0.0022 Eh
- Max |F|: 0.1209 hartree/bohr
- HOMO level: -9.79 eV
- SMILES: OCCO.OCCO.OCCO.OCCO.OCCO.OCCO.OCCO.O.O
- Calculated total energy: -1764.60305 a.u.